The ion C3H8NOS with charge -1, computed with wB97M-V/def2-TZVPD.

```
14
Properties=species:S:1:pos:R:3:nbo_charge:R:1
N 0.95664 -1.21314 0.53252 -0.8300
C 0.38334 0.08494 0.09388 -0.1061
C 0.90857 0.70258 -1.22154 0.0047
O 0.06999 0.88071 -2.21945 -0.9326
C -1.15119 0.10167 0.00848 -0.4531
S -2.02647 0.10719 1.69864 -0.1892
H 0.21512 -1.62550 1.11868 0.3309
H 0.80422 -1.90064 -0.22419 0.3296
H 0.64986 0.65597 1.00197 0.1564
H 1.31730 1.73425 -0.87620 0.0633
H 1.84691 0.00730 -1.46110 0.0575
H -1.48829 0.98449 -0.52307 0.2522
H -1.57660 -0.81314 -0.41032 0.1998
H -0.90941 0.29334 2.48169 0.1166
```

As for the frontier orbital gap: 5.8 eV. Its total charge is -1. The calculation puts the energy above the lowest of the compared OMol25 structures with the same formula, charge and spin at 55.0 kcal per mole. As for the structure (SMILES): N[C@@H](C[O-])CS.

***

The ion C3H8NOS with charge +1, computed with wB97M-V/def2-TZVPD.

```
14
Properties=species:S:1:pos:R:3:nbo_charge:R:1
C 2.26287 0.90420 0.08927 -0.3721
C 1.01219 0.39006 0.09198 -0.0643
N 0.69685 -1.02063 0.23656 -0.7752
S -0.44457 1.45452 0.06976 0.2606
C -1.74335 0.29960 -0.59459 -0.1983
O -2.20828 -0.63168 0.34513 -0.7425
H 2.41387 2.01176 0.00218 0.2725
H 3.09789 0.18905 0.22893 0.2263
H -0.36220 -1.31055 0.19673 0.4998
H 1.30756 -1.61246 -0.44433 0.4744
H 0.94136 -1.16910 1.32196 0.4825
H -1.40823 -0.32596 -1.35204 0.1912
H -2.45096 1.02609 -0.87706 0.2241
H -3.11500 -0.20492 0.68552 0.5211
```

As for the frontier orbital gap: 9.4 eV. Its total charge is +1. The calculation puts the energy above the lowest of the compared OMol25 structures with the same formula, charge and spin at 39.9 kcal per mole. As for the structure (SMILES): C=C([NH3+])SCO.

***

A cluster of 2 separate species, C3H8NOS in total, computed with wB97M-V/def2-TZVPD.

```
14
Properties=species:S:1:pos:R:3:nbo_charge:R:1
C -1.76460 -0.51935 -0.08605 -0.4955
C -1.95555 1.05675 -0.12071 -0.4654
C -0.29591 -0.40139 -0.04430 0.2625
N 0.76638 -1.11564 0.24508 -0.6847
O 2.91234 0.19658 -0.01802 -0.9505
S -0.12588 1.33975 -0.08177 0.3640
H -1.86002 -1.02693 0.91760 0.2809
H -2.22776 -0.87495 -0.99220 0.2881
H -2.20036 1.56357 -1.01062 0.2393
H -2.58851 1.46733 0.73512 0.2592
H 3.77255 0.25067 0.39877 0.5037
H 0.76716 -2.09446 0.27035 0.4177
H 1.67140 -0.59127 0.56010 0.4735
H 3.12876 0.74934 -0.77335 0.5072
```

As for the frontier orbital gap: 10.0 eV. Its total charge is +1. The calculation puts the energy above the lowest of the compared OMol25 structures with the same formula, charge and spin at 14.1 kcal per mole.

***

A structure of composition C3H8NP, computed with wB97M-V/def2-TZVPD.

```
13
Properties=species:S:1:pos:R:3:nbo_charge:R:1
C -0.95743 -0.42862 0.66186 -0.6575
C 0.12422 1.57711 -0.37532 -0.6665
C 0.36641 0.07517 0.17761 0.2369
N 1.45385 -0.27633 0.75064 -0.7204
P 2.29923 -1.41861 1.56056 0.4601
H -0.99366 -1.36775 1.25096 0.2297
H -1.33159 0.46274 1.14023 0.2287
H -1.58565 -0.49671 -0.29262 0.2198
H 0.85407 2.37274 -0.29739 0.2325
H -0.72416 2.08418 0.17965 0.2116
H -0.15276 1.38896 -1.48271 0.2209
H 0.56875 -0.82337 -2.04878 0.0060
H 0.78207 -0.16115 -2.43403 -0.0019
```

As for the frontier orbital gap (spin up / spin down): 6.4 / 6.5 eV. The calculation puts the energy above the lowest of the compared OMol25 structures with the same formula, charge and spin at 72.5 kcal per mole.

***

The molecule C3H8NP, computed with wB97M-V/def2-TZVPD.

```
13
Properties=species:S:1:pos:R:3:nbo_charge:R:1
H 3.42296 0.30053 -0.15536 -0.0762
P 2.26065 -0.07943 -0.95347 0.7341
N 1.28156 -0.01358 0.26497 -0.8078
C -0.04357 -0.29658 0.41440 -0.1057
C -0.87049 0.92486 0.83917 -0.6075
C -0.56922 -0.85368 -0.88929 -0.6126
H -0.13466 -0.99605 1.28885 0.2116
H -1.68781 0.85493 1.65591 0.2193
H -0.16494 1.74205 1.13946 0.2247
H -1.50318 1.31844 0.03900 0.2050
H -0.80734 -1.87596 -0.75733 0.2151
H 0.21568 -0.71297 -1.56240 0.1929
H -1.39964 -0.31258 -1.32391 0.2070
```

As for the frontier orbital gap: 8.4 eV. The calculation puts the energy above the lowest of the compared OMol25 structures with the same formula, charge and spin at 32.6 kcal per mole. As for the structure (SMILES): [H]/P=N/C(C)C.

***

The molecule C3H8NP, computed with wB97M-V/def2-TZVPD.

```
13
Properties=species:S:1:pos:R:3:nbo_charge:R:1
C 1.06957 -0.13380 2.41009 -0.7081
C 0.10988 -0.91756 -0.34083 -0.4266
C -0.89852 1.35048 -0.92646 -0.3949
N -0.17270 0.41125 0.12951 -0.6462
P 0.30541 1.09846 1.57939 0.5547
H 1.46253 0.09725 3.38362 0.2036
H 1.20500 -1.14106 2.05556 0.1877
H -0.15676 -0.99591 -1.39409 0.2036
H 1.17337 -1.15028 -0.23169 0.2030
H -0.46671 -1.66181 0.21786 0.2003
H -1.06727 2.29906 -0.43250 0.2223
H -0.24531 1.46330 -1.78553 0.1998
H -1.83553 0.87434 -1.20275 0.2008
```

As for the frontier orbital gap (spin up / spin down): 5.9 / 7.8 eV. The calculation puts the energy above the lowest of the compared OMol25 structures with the same formula, charge and spin at 0.7 kcal per mole. Its spin multiplicity is 3.

***

Molecular weight for every record listed, in sequence, given in g/mol: 106.2 106.2 106.2 89.1 89.1 89.1.
Strongest force on any atom for every record listed, in sequence, given in eV Å⁻¹: 2.34 4.21 3.79 3.98 3.52 5.74.
E_tot for every record listed, in sequence, given in Ha: -647.251931 -646.960924 -647.002047 -515.064786 -515.128318 -515.054810.